The following is a quantum chemistry calculation of C20H17BBr2N4OPt as an isolated structure at a distorted geometry, from the Open Molecules 2025 dataset.

Last column: Löwdin charge in e.
Geometry (Å):
Pt  -0.4748  0.2702  -0.2305  1.180
C  1.8609  2.0738  -1.9661  -0.029
C  1.3933  0.8346  -2.6599  -0.290
C  1.9435  0.4737  -3.8951  -0.001
C  1.5453  -0.6626  -4.5454  -0.002
C  0.5676  -1.4768  -3.9475  -0.185
C  0.0636  -2.6762  -4.4921  -0.617
Br  0.7290  -3.3184  -6.1526  0.771
C  -0.9009  -3.4072  -3.8496  -0.161
C  -1.3984  -2.9741  -2.6216  -0.597
Br  -2.7246  -3.9641  -1.7174  0.793
C  -0.9409  -1.8077  -2.0194  -0.402
O  -1.3880  -1.3949  -0.8659  -0.271
C  0.0470  -1.0526  -2.7028  -0.125
N  0.4572  0.0999  -2.0763  -0.008
H  2.6294  2.5712  -2.5530  0.084
H  2.2855  1.8189  -0.9943  0.071
H  1.0291  2.7678  -1.8359  0.076
H  2.7009  1.1092  -4.3316  0.117
H  1.9732  -0.9377  -5.4984  0.085
H  -1.2728  -4.3219  -4.2880  0.100
N  0.2418  2.0971  0.6714  -0.038
C  -0.4170  2.2619  1.9556  -0.210
C  -0.1776  3.3279  2.7841  0.001
C  -0.8206  3.4035  4.0293  -0.056
C  -1.6848  2.4186  4.4302  -0.014
C  -1.9593  1.3192  3.5919  -0.137
C  -2.8481  0.2755  3.9180  0.017
C  -3.0512  -0.7333  3.0121  -0.015
C  -2.3808  -0.7203  1.7878  -0.061
N  -1.5400  0.2412  1.4560  -0.065
C  -1.3143  1.2559  2.3354  -0.155
H  1.2217  1.8606  0.8334  0.067
H  0.2067  2.9641  0.1502  0.095
H  0.5130  4.1042  2.4789  0.122
H  -0.6251  4.2457  4.6788  0.112
H  -2.1646  2.4716  5.3993  0.121
H  -3.3602  0.2797  4.8715  0.125
H  -3.7275  -1.5460  3.2336  0.116
H  -2.5237  -1.5029  1.0537  0.113
B  2.9731  -2.4108  1.9882  -0.457
C  2.2127  -1.2185  1.3467  -0.261
N  1.6277  -0.3380  0.8644  0.010
H  2.7958  -3.3364  1.2226  -0.003
H  2.5172  -2.5505  3.1001  -0.008
H  4.1599  -2.1952  2.0502  -0.010

The calculation puts the energy at -6358.8274 a.u. Its HOMO energy is -0.2815 Ha. The calculation puts the relative energy (zero: lowest compared OMol25 entry of this formula, charge and spin) at 31.0 kJ/mol. As for the orbital gap: 6.5 eV. The lowest unoccupied orbital energy comes out at -1.2 eV.

The following is a quantum chemistry calculation of C20H17BIrN6O2S3 as an isolated structure at a distorted geometry, from the Open Molecules 2025 dataset.

Last column: Löwdin spin population.
Geometry (Å):
Ir  -0.8800  0.4414  0.1175  1.549
C  1.2934  2.5413  5.0066  0.007
C  1.5701  1.0644  4.7279  0.014
N  2.1544  0.8543  3.4215  0.066
C  1.4405  0.8338  2.2720  0.111
S  -0.2925  0.4513  2.3961  0.317
N  2.0441  1.0382  1.1429  0.242
N  1.3752  0.8864  0.0279  0.463
C  1.8538  1.0530  -1.2044  0.311
C  3.2815  1.4440  -1.4435  0.039
C  0.9329  0.8420  -2.2467  0.114
C  1.2931  0.9161  -3.6159  0.094
C  0.3573  0.7436  -4.5926  0.038
C  -0.9782  0.4834  -4.2217  0.154
C  -1.2789  0.3951  -2.8874  0.027
N  -0.3842  0.5692  -1.9134  0.231
H  0.8138  2.6629  5.9740  0.001
H  0.6282  2.9425  4.2460  0.001
H  2.2206  3.1120  5.0009  0.000
H  0.6393  0.4949  4.7847  0.005
H  2.2709  0.6579  5.4605  0.001
H  3.0990  1.1974  3.3017  0.001
H  3.7480  1.6842  -0.4916  0.000
H  3.3388  2.3132  -2.0982  0.009
H  3.8361  0.6293  -1.9090  0.012
H  2.3240  1.1097  -3.8635  0.005
H  0.6249  0.8001  -5.6345  -0.001
H  -1.7517  0.3625  -4.9593  0.009
H  -2.2933  0.1897  -2.5697  0.004
S  -3.4757  0.9933  0.4432  0.406
C  -3.5366  2.5364  -0.2710  0.160
C  -4.7948  2.9123  -0.7776  0.014
N  -5.8261  3.1792  -1.2055  0.056
C  -2.4798  3.4538  -0.3695  0.112
S  -0.8833  3.1726  0.1229  0.404
C  -2.7460  4.7334  -0.8890  0.005
N  -2.9201  5.7903  -1.3028  0.025
O  0.2009  -2.3294  -0.6367  -0.002
B  -0.8209  -1.6299  -0.0094  -0.007
O  -1.6814  -2.5210  0.6051  0.001
C  -1.1911  -3.7686  0.3713  0.000
C  -1.6629  -5.0005  0.7796  0.000
C  -0.9264  -6.1109  0.3949  0.000
C  0.2293  -5.9930  -0.3662  0.001
C  0.7046  -4.7568  -0.7792  0.000
C  -0.0258  -3.6495  -0.3964  0.000
H  -2.5584  -5.0898  1.3725  0.000
H  -1.2601  -7.0924  0.6948  0.000
H  0.7718  -6.8840  -0.6440  0.000
H  1.6021  -4.6577  -1.3682  0.000

The calculation puts the energy at -2575.0500 a.u. Its HOMO energy (spin up / spin down) is -0.2364 / -0.3106 Ha. As for the multiplicity: 6. Its expectation value of S² is 8.806. The calculation puts the relative energy (zero: lowest compared OMol25 entry of this formula, charge and spin) at 91.2 kJ/mol. As for the orbital gap (spin up / spin down): 5.9 / 5.3 eV. The lowest unoccupied orbital energy (spin up / spin down) comes out at -0.6 / -3.2 eV.

The following is a quantum chemistry calculation of a 2-piece molecular cluster, C20H17BrN3O6S overall at a distorted geometry, from the Open Molecules 2025 dataset.

Last column: Löwdin charge in e.
Geometry (Å):
C  -5.4482  -0.5389  -4.3636  -0.093
C  -4.0507  -0.1992  -4.8238  -0.261
O  -3.1497  -0.2554  -3.7002  -0.031
C  -1.8591  -0.0897  -4.1186  -0.536
C  -0.8659  -0.2051  -3.0802  -0.116
C  0.3550  -0.5628  -3.6096  -0.338
N  1.4311  -0.8366  -3.9997  0.119
O  -1.5856  0.1191  -5.3054  0.010
H  -6.1407  -0.3393  -5.1864  0.067
H  -5.5323  -1.6032  -4.1126  0.072
H  -5.7527  0.0575  -3.4967  0.072
H  -3.7268  -0.9227  -5.5868  0.121
H  -4.0143  0.8195  -5.2398  0.122
H  -1.2261  -0.4789  -2.0957  0.060
C  0.2911  1.2024  6.4610  -0.053
C  0.0301  0.7615  5.0512  -0.270
C  -0.2752  -0.5748  4.7880  -0.035
C  -0.5440  -1.0124  3.4921  -0.052
C  -0.4636  -0.1081  2.4259  -0.269
S  -0.8110  -0.7118  0.7743  0.753
O  -0.8799  -2.1492  0.8251  -0.270
O  -1.8142  0.0749  0.1078  -0.265
N  0.5836  -0.2783  -0.1774  -0.071
C  1.8894  -0.6973  0.1345  -0.171
C  2.2994  -1.5598  1.1398  -0.023
C  3.6771  -1.7035  1.3439  -0.082
C  4.5888  -0.9449  0.5813  -0.137
C  4.1598  -0.0279  -0.3891  -0.595
Br  5.4301  1.1129  -1.2144  0.796
C  2.7959  0.0481  -0.6756  -0.103
C  1.9441  0.8859  -1.5166  -0.116
N  2.2772  1.8602  -2.4768  -0.316
O  3.3701  1.8578  -3.0785  -0.042
O  1.3930  2.7252  -2.7106  0.036
C  0.6146  0.5923  -1.2307  -0.055
C  -0.1886  1.2422  2.6734  -0.028
C  0.0776  1.6593  3.9790  -0.025
H  0.4971  2.2728  6.4977  0.074
H  -0.5698  0.9947  7.1054  0.084
H  1.1467  0.6738  6.8944  0.085
H  -0.3093  -1.2901  5.6101  0.118
H  -0.7988  -2.0544  3.3053  0.115
H  1.5661  -2.1303  1.7147  0.101
H  4.0507  -2.4141  2.0824  0.099
H  5.6551  -1.0700  0.7392  0.088
H  -0.2539  1.1429  -1.5684  0.119
H  -0.1852  1.9540  1.8486  0.127
H  0.3216  2.7020  4.1821  0.115

The calculation puts the energy at -4360.1493 a.u. Its HOMO energy is -0.1318 Ha. As for the orbital gap: 5.4 eV. The charge is -1. The lowest unoccupied orbital energy comes out at 1.8 eV.

The following is a quantum chemistry calculation of the molecule C20H17ClN8O2S at a distorted geometry, from the Open Molecules 2025 dataset.

Last column: Löwdin charge in e.
Geometry (Å):
N  -2.6238  -1.2237  2.5069  0.163
O  1.1811  0.9420  4.0432  -0.359
O  0.3530  1.7697  1.8801  -0.343
Cl  4.1698  2.5233  -1.7361  0.690
C  -2.5280  -0.3578  1.7120  -0.144
N  1.9537  0.4208  -0.7613  0.190
N  1.0619  1.6120  -3.9531  0.109
N  -3.3395  2.8609  -0.0391  0.132
N  -3.3063  1.1459  -1.5534  0.128
C  1.0242  -0.5066  -0.5322  -0.159
C  0.8650  0.9651  -2.8272  -0.330
C  2.2484  2.4966  -3.6892  -0.071
C  -0.2483  0.1199  -2.5600  0.096
C  2.6770  2.1038  -2.4641  -0.710
C  -0.2402  -0.6274  -1.3771  -0.079
C  -3.4705  2.4228  -1.2761  -0.145
C  -2.9310  2.0164  0.8756  -0.370
C  -2.8907  0.3360  -0.6544  -0.365
C  1.5777  -3.6659  1.4841  -0.045
C  1.6063  -3.1637  2.7234  -0.090
C  1.4714  -2.7131  0.4048  0.013
C  1.5786  -1.7772  2.9554  -0.035
C  -2.6771  0.6758  0.6807  -0.075
C  1.2845  -1.3313  0.5700  -0.162
C  1.3315  -0.7980  1.9587  -0.158
N  1.8188  1.2019  -1.8381  -0.036
N  -2.5081  2.6929  1.9513  0.180
N  -2.6636  -0.8689  -1.2180  0.096
C  -1.3226  -2.7106  -2.0341  -0.018
C  2.9159  1.6756  2.3372  -0.139
C  -1.3185  -1.5463  -1.0934  -0.356
S  1.3352  0.9192  2.5413  0.703
H  2.9808  3.0173  -4.3765  0.125
H  -1.0180  0.1125  -3.3605  0.145
H  -4.0771  3.0074  -1.9531  0.117
H  1.5623  -4.7637  1.4331  0.123
H  1.6617  -3.8713  3.4788  0.091
H  1.4743  -3.2056  -0.5637  0.110
H  1.3644  -1.5344  4.0236  0.128
H  -1.9385  2.1990  2.6336  0.102
H  -2.1306  3.4787  1.6308  0.051
H  -2.9857  -0.9436  -2.1861  0.132
H  -2.1535  -3.4385  -1.8218  0.119
H  -1.3291  -2.2857  -3.0095  0.071
H  -0.3195  -3.1170  -1.9678  0.073
H  3.3660  1.6826  1.3259  0.060
H  2.8273  2.6629  2.7871  0.083
H  3.5859  1.1875  2.9539  0.037
H  -1.2562  -1.7985  -0.0455  0.123

The calculation puts the energy at -2219.1103 a.u. Its HOMO energy is -0.3265 Ha. Its SMILES is C[C@H](Nc1ncnc(N)c1C#N)c1cc2ncc(Cl)n2nc1-c1ccccc1S(C)(=O)=O. The calculation puts the relative energy (zero: lowest compared OMol25 entry of this formula, charge and spin) at 27.7 kJ/mol. As for the orbital gap: 8.3 eV. The lowest unoccupied orbital energy comes out at -0.6 eV.